# 1
# C44H55IN5OP2S2V

A molecular structure, C44H55IN5OP2S2V (the ωB97M-V functional and the def2-TZVPD basis, the OMol25 dataset).

```
! RIJCOSX wB97M-V def2-TZVPD def2/J DEFGRID3
* xyz 0 3
V 0.106 -0.161 0.583
S 0.945 -0.351 2.807
C 0.121 1.158 3.086
S -0.855 1.707 1.770
C 0.248 1.852 4.267
C 1.108 1.394 5.304
N 1.821 1.023 6.129
C -0.414 3.099 4.458
N -0.948 4.109 4.603
I 1.849 -2.456 -0.070
C 3.372 -2.165 1.345
C 3.533 -3.205 2.215
C 4.672 -3.285 3.037
C 5.669 -2.372 2.877
C 5.523 -1.287 1.978
C 6.608 -0.400 1.779
C 6.499 0.652 0.922
C 5.246 0.934 0.351
C 4.145 0.133 0.544
P 2.540 1.001 0.247
C 2.717 2.369 1.443
C 1.943 3.521 1.308
C 1.973 4.512 2.276
C 2.766 4.357 3.404
C 3.526 3.208 3.559
C 3.499 2.218 2.589
C 2.864 1.705 -1.409
C 2.843 0.797 -2.469
C 3.056 1.221 -3.769
C 3.280 2.567 -4.034
C 3.311 3.475 -2.988
C 3.113 3.046 -1.679
C 4.305 -1.093 1.265
H 2.798 -3.997 2.249
H 4.767 -4.101 3.739
H 6.594 -2.455 3.433
H 7.529 -0.591 2.315
H 7.334 1.314 0.739
H 5.132 1.864 -0.193
H 1.291 3.641 0.453
H 1.346 5.387 2.167
H 2.762 5.115 4.176
H 4.117 3.061 4.453
H 4.084 1.321 2.742
H 2.666 -0.253 -2.265
H 3.055 0.500 -4.578
H 3.447 2.902 -5.050
H 3.506 4.522 -3.183
H 3.167 3.761 -0.869
C -3.508 -1.096 -2.253
C -3.889 -0.781 -0.800
C -3.536 0.702 -0.601
C -5.400 -0.969 -0.639
P -2.805 -1.812 0.363
N -1.326 -1.309 0.361
C -3.553 -1.773 2.094
C -2.456 -2.148 3.105
C -3.963 -0.333 2.436
C -4.772 -2.680 2.297
C -2.795 -3.608 -0.254
C -2.151 -4.478 0.836
C -1.847 -3.712 -1.460
C -4.150 -4.211 -0.633
H -3.972 -0.344 -2.899
H -3.867 -2.069 -2.583
H -2.428 -1.044 -2.395
H -4.069 1.283 -1.359
H -2.466 0.857 -0.729
H -3.816 1.090 0.373
H -5.905 -0.382 -1.413
H -5.763 -0.613 0.322
H -5.711 -2.006 -0.759
H -1.544 -1.579 2.926
H -2.211 -3.206 3.096
H -2.819 -1.904 4.106
H -3.143 0.367 2.280
H -4.229 -0.302 3.496
H -4.836 0.002 1.878
H -4.527 -3.738 2.223
H -5.580 -2.464 1.599
H -5.155 -2.508 3.306
H -1.203 -4.050 1.165
H -1.952 -5.468 0.416
H -2.796 -4.618 1.699
H -0.925 -3.170 -1.258
H -2.284 -3.333 -2.380
H -1.603 -4.765 -1.622
H -4.874 -4.171 0.179
H -4.001 -5.264 -0.889
H -4.588 -3.728 -1.505
C 0.119 -1.131 -3.402
N -0.315 0.242 -3.542
C -0.539 0.695 -4.904
C -1.450 1.904 -4.918
C -0.892 2.941 -3.968
N -0.695 2.362 -2.650
C -0.654 3.303 -1.546
C -0.338 1.070 -2.464
O -0.067 0.642 -1.327
H -0.625 -1.804 -3.831
H 0.233 -1.364 -2.350
H 1.071 -1.288 -3.918
H -0.990 -0.132 -5.456
H 0.419 0.929 -5.383
H -2.454 1.615 -4.600
H -1.516 2.312 -5.926
H -1.585 3.776 -3.859
H 0.056 3.346 -4.344
H -1.600 3.844 -1.489
H 0.155 4.023 -1.697
H -0.496 2.776 -0.611
*
```

Values from the calculation:
HOMO-LUMO gap (alpha / beta)   6.78 / 7.05 eV

***

# 2
# C4H7ClO2

A single C4H7ClO2 molecule (the ωB97M-V functional and the def2-TZVPD basis, the OMol25 dataset).

```
! RIJCOSX wB97M-V def2-TZVPD def2/J DEFGRID3
* xyz 0 1
C 0.890 0.209 -1.251
C 0.945 0.702 0.155
C 0.058 0.569 1.168
C -1.273 -0.161 1.097
H -0.103 -0.875 -2.590
H 0.840 1.110 -1.856
H 1.876 -0.265 -1.482
H 1.825 1.316 0.300
H -1.778 0.187 0.190
H -1.897 0.031 2.005
H -0.717 -1.780 0.159
O -0.161 -0.630 -1.680
O -1.060 -1.586 1.045
Cl 0.555 1.172 2.740
*
```

Values from the calculation:
Energy relative to the best compared isomer or geometry (same formula, charge and spin)   92.8 kJ/mol
HOMO-LUMO gap   9.57 eV

***

# 3
# C15H11AuN4O2SSe

A molecular structure, C15H11AuN4O2SSe (the ωB97M-V functional and the def2-TZVPD basis, the OMol25 dataset).

```
! RIJCOSX wB97M-V def2-TZVPD def2/J DEFGRID3
* xyz 0 1
Au 0.926 1.168 0.163
O -0.478 2.126 1.635
N -0.882 1.446 2.696
C -1.758 2.066 3.517
C -2.234 1.465 4.649
C -1.799 0.177 4.960
C -0.907 -0.442 4.120
C -0.433 0.195 2.965
S 0.682 -0.613 1.936
H -2.036 3.061 3.204
H -2.933 1.995 5.279
H -2.153 -0.329 5.848
H -0.538 -1.439 4.316
O 2.062 0.462 -1.457
C 1.795 -0.521 -2.267
C 2.906 -1.135 -2.902
C 2.758 -2.141 -3.820
C 1.485 -2.615 -4.148
C 0.388 -2.050 -3.544
C 0.498 -1.011 -2.608
C -0.703 -0.461 -2.013
N -0.771 0.469 -1.073
C -2.091 0.702 -0.790
C -2.855 -0.087 -1.587
N -1.972 -0.814 -2.349
H 3.884 -0.754 -2.640
H 3.632 -2.578 -4.287
H 1.358 -3.415 -4.865
H -0.590 -2.435 -3.811
H -2.379 1.432 -0.052
H -3.922 -0.190 -1.677
H -2.227 -1.487 -3.048
Se 2.286 3.146 1.010
C 3.964 2.497 1.228
N 5.036 2.108 1.411
*
```

Values from the calculation:
Energy relative to the best compared isomer or geometry (same formula, charge and spin)   35.1 kJ/mol
HOMO-LUMO gap (alpha / beta)   5.56 / 5.19 eV

***

# 4
# C4H12N3

2 unconnected molecules or ions with the total composition C4H12N3 (the ωB97M-V functional and the def2-TZVPD basis, the OMol25 dataset).

```
! RIJCOSX wB97M-V def2-TZVPD def2/J DEFGRID3
* xyz 2 2
C 1.493 -0.847 0.943
C 1.867 0.432 0.171
C 2.117 1.674 1.066
N -2.758 0.676 -1.786
C -2.235 -0.309 -0.925
N -1.650 -0.008 0.134
N 0.666 -1.742 0.179
H 2.405 -1.340 1.299
H 0.927 -0.547 1.863
H 2.752 0.354 -0.466
H 1.006 0.635 -0.486
H 2.204 2.538 0.405
H 1.248 1.941 1.673
H -3.762 0.846 -1.599
H -2.281 1.576 -1.630
H -2.390 -1.350 -1.245
H 2.931 1.496 1.765
H -0.281 -1.230 0.153
H 0.530 -2.669 0.608
*
```

Values from the calculation:
Energy relative to the best compared isomer or geometry (same formula, charge and spin)   752.3 kJ/mol
HOMO-LUMO gap (alpha / beta)   5.02 / 4.99 eV

***

# 5
# C33H36F6Ge2N5O7S2SiTi

A molecular structure, C33H36F6Ge2N5O7S2SiTi (the ωB97M-V functional and the def2-TZVPD basis, the OMol25 dataset).

```
! RIJCOSX wB97M-V def2-TZVPD def2/J DEFGRID3
* xyz -2 4
Ti 0.338 -1.875 -0.645
O 1.406 -5.025 1.651
C 1.289 -3.997 1.007
N 0.888 -3.762 -0.258
C 0.882 -4.602 -1.394
O 0.693 -5.817 -1.393
C 1.192 -3.810 -2.565
C 1.300 -4.392 -3.844
C 1.805 -3.665 -4.884
C 2.203 -2.313 -4.654
C 1.987 -1.779 -3.408
N 1.492 -2.466 -2.371
C 1.850 -2.701 1.602
C 2.377 -2.667 2.878
C 3.079 -1.538 3.266
C 3.266 -0.500 2.364
C 2.680 -0.587 1.110
N 1.976 -1.663 0.757
H 0.992 -5.423 -3.953
H 1.894 -4.103 -5.871
H 2.615 -1.697 -5.442
H 2.199 -0.731 -3.216
H 2.245 -3.530 3.514
H 3.491 -1.469 4.266
H 3.831 0.384 2.622
H 1.928 0.491 -0.528
F -2.206 -2.407 3.058
C -2.602 -2.520 1.770
F -1.883 -3.544 1.252
F -3.889 -2.939 1.809
S -2.346 -0.841 0.837
O -0.846 -1.180 0.896
O -3.174 -0.204 1.862
N -3.208 -1.349 -0.469
S -2.876 -2.338 -1.581
O -3.579 -1.983 -2.788
O -1.457 -2.660 -1.742
C -3.679 -4.006 -1.300
F -4.998 -3.821 -1.140
F -3.489 -4.730 -2.410
F -3.245 -4.720 -0.277
C -2.581 1.077 -2.137
Si -0.883 0.500 -2.877
C 0.066 2.073 -3.344
C -1.165 -0.446 -4.465
O -0.146 -0.235 -1.664
H -3.007 1.942 -2.651
H -1.968 2.487 -0.754
H -3.315 0.282 -2.145
H -0.592 2.826 -3.788
H 0.838 1.838 -4.082
H 0.557 2.519 -2.476
H -1.431 0.273 -5.248
H -1.950 -1.197 -4.390
H -0.237 -0.937 -4.763
C -0.420 4.972 -0.518
Ge -1.229 4.134 1.106
C -3.151 4.697 1.033
C -0.447 5.216 2.580
Ge -0.443 1.771 1.395
C -1.080 1.463 3.277
C -2.083 2.176 3.932
C -2.443 1.889 5.243
C -1.807 0.865 5.932
C -0.809 0.138 5.299
C -0.450 0.443 3.992
C 2.887 0.457 0.015
C 3.967 -0.073 -0.887
C 5.166 0.548 -1.015
C 5.431 1.776 -0.368
C 4.407 2.400 0.383
C 3.195 1.816 0.552
H -1.123 4.994 -1.355
H 0.464 4.419 -0.841
H -0.119 6.001 -0.304
H -3.375 5.160 0.070
H -3.359 5.428 1.817
H -3.825 3.851 1.171
H -0.645 6.277 2.401
H 0.634 5.070 2.625
H -0.863 4.934 3.547
H -2.618 2.961 3.408
H -3.236 2.454 5.720
H -2.098 0.626 6.949
H -0.321 -0.682 5.813
H 0.320 -0.149 3.506
H 3.757 -1.007 -1.395
H 5.928 0.103 -1.645
H 6.393 2.257 -0.484
H 4.587 3.380 0.811
H 2.400 2.308 1.100
N -2.300 1.526 -0.763
C -1.902 0.876 0.293
*
```

Values from the calculation:
Energy relative to the best compared isomer or geometry (same formula, charge and spin)   376.2 kJ/mol
HOMO-LUMO gap (alpha / beta)   4.41 / 5.70 eV

***

# 6
# C15H54N18O15

12 unconnected molecules or ions with the total composition C15H54N18O15 (the ωB97M-V functional and the def2-TZVPD basis, the OMol25 dataset).

```
! RIJCOSX wB97M-V def2-TZVPD def2/J DEFGRID3
* xyz 0 1
C -3.386 -1.541 2.460
C -3.170 -0.547 3.527
O -2.640 0.676 3.001
O -2.126 -1.797 1.886
H -4.022 -1.138 1.630
H -3.873 -2.472 2.895
H -2.527 -0.950 4.368
H -4.187 -0.353 3.949
H -2.793 1.461 3.517
H -2.140 -2.116 0.958
C 1.616 -0.697 0.399
C 0.919 0.196 1.387
O -0.451 0.342 1.074
O 1.448 -0.212 -0.927
H 1.223 -1.710 0.498
H 2.674 -0.777 0.618
H 1.316 1.207 1.355
H 0.992 -0.177 2.400
H -1.035 -0.357 1.455
H 1.567 0.728 -0.863
C -4.180 2.481 -0.725
C -4.961 1.159 -0.575
O -6.283 1.355 -1.050
O -5.005 3.604 -0.321
H -3.775 2.403 -1.764
H -3.267 2.482 -0.106
H -4.936 0.680 0.435
H -4.487 0.459 -1.228
H -6.588 2.277 -0.913
H -4.740 4.369 -0.853
C -2.146 0.426 -2.879
O -1.709 1.285 -3.643
N -1.553 0.259 -1.647
N -3.219 -0.402 -3.227
H -1.715 -0.586 -1.067
H -0.843 0.911 -1.381
H -3.489 -1.220 -2.708
H -3.462 -0.381 -4.239
C 1.736 -1.184 -4.713
O 1.872 -1.428 -5.906
N 2.671 -1.433 -3.706
N 0.580 -0.560 -4.196
H 2.387 -1.457 -2.747
H 3.394 -2.022 -4.079
H 0.588 -0.458 -3.182
H -0.274 -0.239 -4.632
C 0.935 3.869 1.871
O 1.843 3.348 2.582
N 1.194 5.057 1.225
N -0.253 3.356 1.617
H 2.155 5.392 1.338
H 0.430 5.501 0.754
H -0.255 2.328 1.665
H -0.731 3.778 0.883
C -1.221 4.386 -1.902
O -1.248 5.166 -0.954
N -0.212 3.519 -2.170
N -2.225 4.406 -2.768
H -0.274 2.857 -2.924
H 0.640 3.579 -1.624
H -3.052 4.864 -2.398
H -2.369 3.624 -3.418
C 1.888 -4.913 -1.371
O 1.618 -4.665 -2.555
N 2.301 -4.043 -0.361
N 1.753 -6.238 -1.009
H 2.187 -4.386 0.584
H 2.387 -3.050 -0.391
H 2.106 -6.562 -0.127
H 1.756 -6.853 -1.787
C -1.257 -3.231 -1.262
O -2.002 -2.403 -0.723
N -0.703 -2.778 -2.374
N -1.104 -4.451 -0.774
H -0.048 -3.315 -2.960
H -0.897 -1.804 -2.507
H -1.522 -4.609 0.110
H -0.202 -4.930 -0.924
C 0.715 -4.636 2.904
O 0.811 -4.902 1.712
N 1.486 -5.323 3.764
N -0.148 -3.623 3.363
H 1.977 -6.153 3.634
H 1.525 -4.944 4.690
H -0.539 -2.950 2.739
H -0.570 -3.672 4.297
C 4.500 1.860 3.872
O 5.454 1.232 4.281
N 4.495 3.265 3.654
N 3.233 1.144 3.734
H 5.429 3.620 3.647
H 3.714 3.676 3.133
H 3.292 0.141 3.747
H 2.396 1.547 3.304
C 3.612 2.465 -0.729
O 2.431 2.354 -0.379
N 4.020 2.404 -1.973
N 4.634 2.627 0.286
H 3.281 2.276 -2.602
H 4.981 2.189 -2.205
H 5.368 3.237 0.040
H 4.285 2.824 1.202
*
```

Values from the calculation:
Energy relative to the best compared isomer or geometry (same formula, charge and spin)   41.0 kJ/mol
HOMO-LUMO gap   9.38 eV